C20H25N3O | ωB97M-V/def2-TZVPD

Properties
HOMO level, eV: -8.232
Relative energy (zero: lowest compared OMol25 entry of this formula, charge and spin), kcal per mole: 10.3
Spin multiplicity: 1
Net charge: 0
Frontier orbital gap, eV: 9.06
SMILES: O=C(CCN1CCCC[C@@H]1c1cccnc1)NCc1ccccc1

Element x y z (Å)
H -1.4732 1.0960 2.8769
H 1.7191 -1.4708 -0.7759
H -5.2688 -0.2735 -1.2670
H -2.7523 -0.4341 1.7648
O 0.0048 -1.6408 1.8566
C -3.8790 1.0111 0.6494
H -4.7844 0.5109 0.9980
C 2.5694 -0.9096 1.0723
H 5.2015 -1.4684 1.3697
N 1.5029 -1.3711 0.2026
C 0.9017 2.2884 0.8179
H -3.6928 1.8732 1.2926
C -4.3644 0.2121 -1.6381
C 0.2262 2.0628 2.0069
H -0.9180 0.7752 -1.3582
H 2.8995 -1.7357 1.7146
C -4.0820 1.4488 -0.7945
H -4.9169 2.1496 -0.8589
C 3.5083 0.5375 -0.7530
C -1.3995 0.8088 0.7524
H 1.8223 2.8575 0.7873
C -2.1258 -2.2607 0.0717
H 4.3950 1.7383 -2.2796
H 0.6036 2.4558 2.9387
H -0.5330 -1.7019 -1.3141
H 7.0956 -0.5806 0.0779
C -2.7010 0.0254 0.7679
C 6.0899 -0.2650 -0.1582
C 3.7242 -0.3682 0.2804
H -3.1865 1.9564 -1.1598
H 2.5041 0.8688 -0.9754
C -0.6396 1.1124 -0.3701
H 6.6994 1.0223 -1.7563
H 2.1537 -0.1338 1.7275
H -0.3462 -3.2940 -0.5760
H -2.6486 -3.0792 -0.4353
C -3.1955 -0.7655 -1.5414
H -2.1330 -2.4619 1.1470
C -0.6526 -2.2617 -0.3865
H -4.5239 0.4823 -2.6835
C 5.0234 -0.7652 0.5686
N 0.4789 1.8199 -0.3424
C 0.2894 -1.7180 0.6790
N -2.8889 -1.0652 -0.1617
H -3.4727 -1.7105 -2.0212
H -2.3457 -0.3546 -2.1116
C 5.8678 0.6335 -1.1873
C 4.5751 1.0332 -1.4815
C -0.9315 1.3097 1.9666

These are the Mulliken partial charges, in e, on atoms 1 to 6: atom 1 (H): 0.44, atom 2 (H): 0.39, atom 3 (H): 0.34, atom 4 (H): 0.61, atom 5 (O): -0.65, atom 6 (C): -1.14